<P>
DFT (wB97M-V/def2-TZVPD) results for a cluster of 2 separate species, H5N2PS2 in total.

Properties
Spin multiplicity: 1
E_LUMO: -0.11 eV
Kohn-Sham gap: 9.47 eV

Last column: natural (NBO) charge in e.
Element x y z (Å)
S: -3.98680 -0.09687 0.31822  -0.500
S: 3.91129 -0.04544 0.63866  -0.258
P: -2.06879 0.07240 -0.13408  1.611
N: -0.96333 1.17547 -0.06577  -1.186
N: -1.24440 -1.37598 -0.26865  -1.154
H: 3.04656 0.78267 0.94432  0.118
H: 4.39987 0.75768 -0.31058  0.141
H: -1.60194 -2.22496 -0.57762  0.417
H: -0.24818 -1.12676 -0.57687  0.428
H: -1.24428 2.08180 0.03237  0.383

<Q>
DFT (wB97M-V/def2-TZVPD) results for an isolated molecule of H5N2PS2.

Properties
Spin multiplicity: 1
E_LUMO: -0.37 eV
Kohn-Sham gap: 8.84 eV
SMILES string: N=P(N)(S)S

Last column: natural (NBO) charge in e.
Element x y z (Å)
S: -0.81448 -0.49295 -1.99579  -0.264
S: 0.83788 2.10839 -0.18540  -0.472
P: -0.04412 -0.29958 -0.04121  1.641
N: -1.41924 -0.08085 0.84624  -1.179
N: 0.80827 -1.38949 0.65015  -1.249
H: 1.84072 1.77798 0.61689  0.135
H: 1.55102 -1.80007 0.10974  0.393
H: -1.85930 0.82540 0.73986  0.416
H: -1.28138 -0.35193 1.81228  0.421
H: 0.38063 -0.29690 -2.55275  0.158

Stability check: which of them is least stable? <P>.

<P>
DFT (wB97M-V/def2-TZVPD) results for a cluster of 2 separate species, C5H9P in total.

Properties
Spin multiplicity: 1
E_LUMO: -0.15 eV
Kohn-Sham gap: 8.82 eV

Last column: natural (NBO) charge in e.
Element x y z (Å)
P: 1.20759 2.52450 -0.04604  0.452
C: -0.60339 0.14361 0.67842  0.158
C: -0.36201 -1.25161 0.24702  -0.494
C: 0.18337 -1.16184 -1.23176  -0.575
C: 1.38594 1.14082 0.86475  -0.646
C: -1.71534 0.80325 0.83706  -0.517
H: 2.15335 0.36928 0.85107  0.193
H: -1.63222 1.86294 1.04634  0.234
H: 2.47460 2.71475 -0.48300  -0.078
H: 0.29667 -2.20005 -1.52146  0.202
H: 1.01230 -0.59145 -1.19321  0.208
H: -0.56463 -0.80848 -1.83716  0.204
H: -1.39788 -1.79752 0.36552  0.208
H: -2.73915 0.18355 0.72652  0.224
H: 0.30080 -1.93175 0.69594  0.225

<Q>
DFT (wB97M-V/def2-TZVPD) results for an isolated molecule of C5H9P.

Properties
Spin multiplicity: 1
E_LUMO: 1.16 eV
Kohn-Sham gap: 10.23 eV
SMILES string: P[C@H]1CC12CC2

Last column: natural (NBO) charge in e.
Element x y z (Å)
P: 1.93904 1.06183 0.98781  0.334
C: -0.08494 -0.16260 -1.57052  -0.406
C: -0.71609 -1.42088 -0.90874  -0.409
C: 0.63162 -0.18364 1.17538  -0.506
C: -0.77507 0.49346 1.01275  -0.386
C: -0.18937 -0.26444 -0.10226  -0.077
H: 0.60307 -1.02077 1.77878  0.234
H: 1.04929 2.11831 1.37330  -0.038
H: -0.11654 -2.35618 -1.11159  0.220
H: 0.90225 -0.33684 -1.90727  0.215
H: -0.84598 1.58575 1.03001  0.218
H: -0.71886 0.66946 -2.09266  0.223
H: 1.64653 1.35133 -0.26138  -0.046
H: -1.78339 -1.50488 -0.99124  0.213
H: -1.54154 -0.02990 1.58763  0.212

Stability check: which of them is least stable? <P>.

<P>
DFT (wB97M-V/def2-TZVPD) results for an isolated molecule of C2H5P.

Properties
Spin multiplicity: 1
E_LUMO: 1.02 eV
Kohn-Sham gap: 10.10 eV
SMILES string: C=CP

Last column: natural (NBO) charge in e.
Element x y z (Å)
P: 1.00980 1.34768 -0.15864  0.281
C: 0.23611 -0.30668 -0.58484  -0.462
C: -0.99499 -0.79393 -0.30093  -0.387
H: 0.28692 1.27326 1.01243  -0.022
H: -1.28007 -1.60040 -0.84132  0.192
H: -1.73920 -0.29418 0.28324  0.189
H: 0.84471 -1.04594 -1.13862  0.208
H: 2.49427 1.04293 0.38266  0.000

<Q>
DFT (wB97M-V/def2-TZVPD) results for a structure of composition C2H5P.

Properties
Spin multiplicity: 1
E_LUMO: 0.20 eV
Kohn-Sham gap: 9.19 eV

Last column: natural (NBO) charge in e.
Element x y z (Å)
P: 1.04926 -0.27555 0.83149  0.593
C: -1.33354 -0.53693 0.42545  -0.761
C: 1.54652 0.75769 -0.39769  -0.881
H: 2.65240 0.98801 -0.54012  0.232
H: -1.96605 -0.50283 1.31411  0.209
H: 1.01345 0.97935 -1.30638  0.217
H: -1.48310 -1.56221 0.02166  0.200
H: -1.47894 0.15246 -0.34852  0.192

Stability check: which of them is least stable? <Q>.

<P>
DFT (wB97M-V/def2-TZVPD) results for a structure of composition C28H37BO2S.

Properties
Spin multiplicity: 1
E_LUMO: -2.17 eV
Kohn-Sham gap: 2.60 eV

Last column: natural (NBO) charge in e.
Element x y z (Å)
S: -4.02053 3.92912 0.14282  0.358
O: -2.98213 2.40519 3.85229  -0.796
O: -1.04822 3.50449 3.56746  -0.802
C: -0.58659 3.52586 5.85762  -0.636
C: -2.49764 4.11508 -0.80230  -0.038
C: -1.50887 -0.13869 1.03334  -0.071
C: -3.10172 3.51693 4.82008  0.248
C: -1.06880 -3.40120 -0.85691  -0.627
C: -1.00833 0.85502 0.16722  0.050
C: 0.45188 1.14112 -1.98286  -0.532
C: -5.50081 6.19017 -0.07743  -0.646
C: -1.28200 2.44884 0.14332  -0.249
C: -4.16039 4.46614 4.19861  -0.643
C: -1.51521 5.61029 4.82814  -0.634
C: -0.40625 -1.00732 -1.35559  -0.168
C: -0.28815 0.33436 -0.98296  -0.055
C: -2.88347 6.16743 0.22653  -0.271
C: -4.16784 5.61206 0.18321  -0.186
C: -2.08095 0.06313 2.39686  -0.592
C: -2.09711 3.41733 -3.50054  -0.169
C: 0.11354 3.07444 0.42249  -0.631
C: -3.42299 3.02144 -3.50483  -0.252
C: -1.08562 3.00285 -2.47088  -0.330
C: -1.04197 -1.94085 -0.54274  -0.032
C: -1.59709 4.10675 4.86100  0.230
C: -3.57361 2.75066 6.07158  -0.634
C: -3.86246 2.10912 -2.50573  -0.231
C: -3.03582 1.91269 -1.42023  -0.166
C: -1.60080 -1.49112 0.63898  -0.172
C: -1.89179 2.83753 -1.17982  -0.255
C: -1.87180 5.21872 -0.18602  -0.279
B: -1.61883 2.23378 3.74482  1.015
H: 0.43240 3.89158 -0.23982  0.199
H: -5.55810 7.26066 -0.30312  0.226
H: -2.97397 1.83356 6.21204  0.224
H: 0.41193 3.91701 5.59692  0.234
H: -0.78252 5.37554 -0.13200  0.229
H: -6.11753 5.93994 0.77641  0.219
H: -2.19121 6.03337 4.08488  0.231
H: -0.41159 1.94480 -2.54069  0.246
H: -1.99956 2.83507 0.91898  0.256
H: -1.98228 -3.86707 -0.47992  0.214
H: -5.90653 5.61625 -0.90785  0.230
H: -2.24099 -0.94222 2.85067  0.223
H: 1.31713 1.67421 -1.53313  0.225
H: -3.83777 4.78367 3.17770  0.240
H: -1.35097 0.61154 3.12346  0.183
H: 0.18612 3.45240 1.44697  0.239
H: -0.78976 3.76503 6.90781  0.216
H: -4.59607 2.37623 5.92886  0.225
H: -1.78798 6.02648 5.80703  0.219
H: 0.76389 0.56952 -2.87870  0.218
H: -0.22073 -3.91883 -0.39467  0.219
H: -0.32228 3.79759 -2.38016  0.221
H: -0.46247 2.43310 5.72323  0.225
H: -2.09667 -2.23442 1.26912  0.202
H: -1.79585 4.11686 -4.28629  0.206
H: -3.08852 0.50765 2.37380  0.238
H: -1.00839 -3.57869 -1.93092  0.214
H: -0.04455 -1.37129 -2.32688  0.205
H: -5.13508 3.95854 4.05241  0.229
H: -0.49886 5.92339 4.59438  0.229
H: -4.88951 1.70149 -2.56202  0.217
H: 0.97038 2.37901 0.37319  0.212
H: -3.57461 3.33887 6.99781  0.211
H: -3.31154 1.17519 -0.65570  0.225
H: -2.60240 7.21928 0.38187  0.216
H: -4.14523 3.37138 -4.26038  0.215
H: -4.37108 5.38343 4.80158  0.216

<Q>
DFT (wB97M-V/def2-TZVPD) results for a cluster of 2 separate species, C28H37BO2S in total.

Properties
Spin multiplicity: 1
E_LUMO: -2.50 eV
Kohn-Sham gap: 4.10 eV

Last column: natural (NBO) charge in e.
Element x y z (Å)
S: -0.70300 -1.15861 3.75488  0.402
O: -0.68522 0.94759 1.55273  -0.755
O: -2.25883 -0.20420 0.19644  -0.752
C: 1.42220 -1.06486 0.63743  -0.249
C: 2.09788 -3.25450 -0.14576  -0.254
C: 3.80841 -0.29747 -3.47215  -0.248
C: -1.91709 1.65429 1.71103  0.267
C: -1.63986 3.15302 1.60364  -0.623
C: 2.00111 3.33201 -2.14574  -0.646
C: -1.86088 -2.47713 5.97777  -0.634
C: 2.62296 2.01640 -2.49762  0.094
C: -4.26979 0.67466 1.07650  -0.629
C: -2.87048 1.02108 0.59152  0.243
C: 1.78777 -1.66692 -3.10856  -0.662
C: -2.92812 1.93479 -0.60877  -0.612
C: 2.43194 -1.99577 0.36608  -0.206
C: 4.55345 0.87934 -3.43732  0.089
C: 3.91813 2.03826 -2.99187  -0.250
C: -2.65635 -2.82354 3.56045  -0.272
C: -1.85055 -2.24079 4.51708  -0.216
C: -0.24104 -2.60516 -0.15119  -0.167
C: -0.61454 0.22038 -2.30353  -0.787
C: 0.09120 -1.38228 0.41909  -0.252
C: 0.76104 -3.54780 -0.42966  -0.227
C: 5.96935 0.91705 -3.89517  -0.644
C: 1.90271 0.77780 -2.36365  -0.162
C: -2.49705 1.45885 3.09160  -0.648
C: -2.49199 -2.25018 2.25297  -0.306
C: 0.63011 0.71505 -1.70321  0.318
C: -1.47646 -1.32022 2.22829  -0.409
C: 2.50781 -0.36672 -2.98823  0.111
B: -1.06994 -0.32900 0.98807  0.804
H: 4.25155 -1.19522 -3.90920  0.219
H: -0.88752 -2.86554 6.30124  0.212
H: 1.49678 3.76868 -3.02732  0.236
H: -2.83024 0.43643 3.28208  0.235
H: -2.57321 3.72240 1.69073  0.204
H: 6.09296 1.43829 -4.85223  0.236
H: -3.44655 2.85520 -0.33810  0.209
H: -4.86104 0.23773 0.26053  0.210
H: 6.33856 -0.10256 -4.01794  0.224
H: 0.48519 -4.52139 -0.84282  0.209
H: -1.00042 3.45380 2.43870  0.219
H: 0.49935 1.26838 -0.75274  0.242
H: 3.46802 -1.73378 0.57849  0.206
H: -2.07056 -1.55611 6.53989  0.213
H: 2.81551 4.01601 -1.85479  0.231
H: 0.98694 -1.75701 -2.36612  0.247
H: 1.36482 -1.80452 -4.11815  0.231
H: 6.60264 1.43134 -3.16507  0.234
H: -3.38486 -3.60139 3.79042  0.205
H: -3.34975 2.13902 3.20290  0.199
H: 4.43578 2.99765 -3.04639  0.218
H: 1.26935 3.23652 -1.33259  0.227
H: -4.24754 -0.06317 1.88967  0.236
H: -1.12852 3.43729 0.68161  0.195
H: -1.76446 1.73606 3.85298  0.218
H: 2.49553 -2.49440 -2.95190  0.239
H: 1.66712 -0.09245 1.05893  0.218
H: -1.28577 -2.86695 -0.31826  0.213
H: -4.78484 1.58722 1.40608  0.196
H: -2.63873 -3.20643 6.22444  0.216
H: -3.46346 1.47964 -1.44422  0.207
H: -1.13210 -0.37254 -1.53898  0.345
H: -1.91744 2.17849 -0.93503  0.183
H: -3.07200 -2.58223 1.39902  0.216
H: 2.87565 -4.00218 -0.31359  0.209
H: -0.49041 -0.40845 -3.19319  0.230
H: -1.29120 1.05075 -2.56219  0.296

Stability check: which of them is least stable? <P>.